56
Properties=species:S:1:pos:R:3 method="wB97M-V/def2-TZVPD" lumo_ha=0.0184 e_tot_ha=-1949.2281 homo_energy_ev=-8.3007 total_charge=0
S 0.164 -1.582 0.465
F -0.879 -5.049 -1.678
O 0.816 -2.673 -0.207
O -2.585 4.003 1.555
O 1.296 2.151 3.789
O -0.956 -1.865 1.304
O 3.814 2.133 3.199
O -0.594 -0.751 -4.118
N -0.552 -2.563 -2.723
N -0.337 -0.529 -0.746
C -0.712 3.002 0.352
C 2.681 -0.616 1.026
C -0.172 1.863 -0.220
C 3.063 1.205 2.561
C 1.682 1.214 2.892
C -2.108 -5.798 -3.536
C -2.523 -4.293 -5.350
C -2.666 -5.545 -4.779
C -1.831 -3.288 -4.697
C -1.420 -4.793 -2.891
C -1.973 2.956 0.937
C -1.921 5.244 1.596
C -0.883 0.671 -0.241
C 0.447 -0.516 -1.964
C 3.543 0.283 1.643
C -0.296 -1.282 -3.071
C -0.061 2.186 4.172
C -1.262 -3.520 -3.446
C 5.201 2.165 2.955
C 1.348 -0.599 1.360
C -2.686 1.754 0.919
C -2.152 0.628 0.332
C 0.839 0.300 2.286
H -2.594 5.919 2.122
H -3.663 1.733 1.374
H 3.045 -1.335 0.311
H 5.421 2.390 1.907
H 4.590 0.258 1.391
H -2.200 -6.762 -3.060
H 0.603 0.504 -2.319
H 1.414 -0.997 -1.786
H -2.693 -0.303 0.331
H -1.722 -2.316 -5.145
H -0.131 3.910 0.348
H -1.733 5.632 0.590
H 5.588 2.965 3.584
H -0.975 5.177 2.144
H -2.955 -4.090 -6.318
H -3.206 -6.324 -5.293
H 5.680 1.221 3.234
H -0.188 -2.873 -1.821
H -0.367 1.250 4.646
H 0.822 1.913 -0.640
H -0.212 0.248 2.512
H -0.715 2.387 3.318
H -0.137 2.999 4.892